DFT (ωB97M-V with the def2-TZVPD basis set) results for a cluster of 2 separate species, C14H16O2 in total.

Each line ends with the Mulliken charge.
Atoms and positions in Å:
O 2.083 0.011 3.466  -0.532
O -0.316 3.459 0.896  -0.552
C 0.402 2.702 -2.639  -0.624
C -0.789 0.867 -1.626  -0.332
C -0.798 1.497 -0.369  -0.552
C -1.038 -1.352 2.199  -0.651
C 0.740 -2.644 1.254  -0.623
C 0.292 3.373 -1.418  -0.428
C 1.246 -0.870 2.800  0.415
C -0.080 1.400 -2.694  0.643
C -0.606 -2.360 1.312  0.972
C 0.241 0.541 -3.889  -1.369
C -0.120 -0.571 2.869  -0.352
C -0.185 2.737 -0.280  0.500
C 1.682 -1.818 1.898  -0.480
C -1.653 -3.159 0.598  -1.476
H -2.488 -3.519 1.207  0.336
H -1.306 -3.988 -0.014  0.378
H -1.469 0.046 -1.798  0.353
H 1.176 -3.371 0.576  0.315
H 2.830 -0.487 3.839  0.333
H 2.727 -2.115 1.842  0.306
H 1.132 -0.055 -3.682  0.279
H 0.514 3.894 1.111  0.307
H -0.450 0.191 3.557  0.384
H 0.455 1.115 -4.786  0.366
H 0.919 3.184 -3.442  0.389
H -2.098 -1.153 2.229  0.375
H -0.561 -0.182 -4.076  0.340
H 0.788 4.318 -1.264  0.276
H -1.086 0.805 0.393  0.394
H -2.187 -2.497 -0.068  0.308

spin multiplicity	1
HOMO energy	-8.396	eV
total charge	0
E	-18871.6945	eV
SMILES	Cc1ccc(O)cc1.Cc1ccc(O)cc1